#1
Here is the molecule C3H7NO from OMol25. Energies are from wB97M-V/def2-TZVPD.

Properties
- gap between HOMO and LUMO (hartree) = 0.38851
- SMILES = C/C=N/OC
- LUMO level (eV) = 1.010

Geometry (Å):
C: 1.95 0.00 0.25
C: -0.74 -0.13 0.43
C: -2.23 -0.09 0.55
H: 1.78 0.87 0.90
H: 1.75 -0.91 0.82
H: 2.98 0.00 -0.15
H: -0.16 -0.44 1.34
H: -2.69 -0.85 -0.08
H: -2.56 -0.27 1.58
H: -2.56 0.91 0.25
N: -0.22 0.15 -0.69
O: 1.14 0.12 -0.90



#2
Here is a cluster of 2 separate species, C3H7NO in total from OMol25. Energies are from wB97M-V/def2-TZVPD.

Properties
- gap between HOMO and LUMO (hartree) = 0.35909
- SMILES = C=NC.C=O
- LUMO level (eV) = 0.521

Geometry (Å):
O: -2.85 -1.13 -2.53
C: -2.99 -0.75 -1.39
H: -3.15 -1.45 -0.50
H: -2.96 0.29 -0.99
C: 1.80 0.81 1.65
C: 1.23 -0.27 -0.52
N: 1.87 0.60 0.12
H: 1.44 0.00 2.27
H: 1.23 1.75 1.85
H: 2.86 0.99 1.77
H: 1.28 -0.39 -1.58
H: 0.24 -0.46 -0.15



#3
Here is a cluster of 2 separate species, C3H7NO in total from OMol25. Energies are from wB97M-V/def2-TZVPD.

Properties
- gap between HOMO and LUMO (hartree) = 0.40839
- SMILES = CN=C=O.C
- LUMO level (eV) = 0.726

Geometry (Å):
C: -2.06 -0.22 -0.30
N: -0.92 0.18 -1.08
C: 0.05 -0.32 -1.60
O: 1.02 -0.69 -2.14
C: 1.80 0.39 1.08
H: -2.28 -1.28 -0.42
H: -2.93 0.36 -0.62
H: -1.88 0.00 0.76
H: 0.85 -0.03 0.75
H: 1.96 1.34 0.57
H: 2.61 -0.29 0.83
H: 1.77 0.56 2.16



#4
Here is the molecule C3H7NO from OMol25. Energies are from wB97M-V/def2-TZVPD.

Properties
- gap between HOMO and LUMO (hartree) = 0.37777
- SMILES = CC/C=N/O
- LUMO level (eV) = 0.960

Geometry (Å):
C: -2.42 -0.35 0.13
C: -1.12 0.52 -0.12
C: 0.13 -0.21 -0.11
H: -2.43 -0.63 1.23
H: -2.46 -1.26 -0.48
H: -3.39 0.23 -0.11
H: -1.34 1.01 -1.13
H: -1.07 1.43 0.62
H: 0.18 -1.32 -0.44
H: 3.07 0.13 0.42
N: 1.27 0.54 0.08
O: 2.38 -0.39 -0.01



Short version: #3 is the most stable of them.



#1
Here is a cluster of 2 separate species, H3NO2S in total from OMol25. Energies are from wB97M-V/def2-TZVPD.

Properties
- gap between HOMO and LUMO (spin up / spin down) (hartree) = 0.29263 / 0.33847
- LUMO level (spin up / spin down) (eV) = -0.396 / 0.644

Geometry (Å):
N: 1.20 0.05 0.19
O: 0.19 0.77 0.33
O: -1.33 -0.40 0.21
S: -2.69 0.17 -0.01
H: 1.73 -0.09 -0.70
H: 1.20 -0.78 0.85
H: -2.61 -0.17 -1.44



#2
Here is the molecule H3NO2S from OMol25. Energies are from wB97M-V/def2-TZVPD.

Properties
- gap between HOMO and LUMO (hartree) = 0.35176
- SMILES = NOSO
- LUMO level (eV) = 0.688

Geometry (Å):
N: 1.23 -0.30 0.96
O: -1.60 0.77 -0.73
O: 0.07 -0.98 0.19
S: -0.39 -0.32 -1.15
H: 1.05 0.75 1.08
H: 2.11 -0.45 0.54
H: -2.47 0.53 -0.89



Short version: #2 is the most stable of them.



#1
Here is a cluster of 8 separate species, C22H60O8 in total from OMol25. Energies are from wB97M-V/def2-TZVPD.

Properties
- gap between HOMO and LUMO (hartree) = 0.35119
- SMILES = CC(C)O.CC(C)O.CC(C)O.CC(C)O.CC(C)O.CC(C)O.CC(C)O.CO
- LUMO level (eV) = 0.468

Geometry (Å):
C: -14.36 -31.06 40.32
O: -15.05 -32.01 39.67
H: -14.16 -31.08 41.30
H: -14.86 -30.05 40.29
H: -13.28 -31.05 39.80
H: -15.45 -31.69 38.79
C: -11.33 -37.05 45.68
C: -11.73 -37.93 46.95
C: -12.80 -37.27 47.87
O: -12.21 -39.16 46.49
H: -10.94 -36.19 45.91
H: -12.15 -36.73 45.10
H: -10.75 -37.70 45.16
H: -10.72 -38.05 47.37
H: -13.41 -37.92 48.55
H: -13.60 -37.21 47.13
H: -12.37 -36.42 48.25
H: -12.01 -39.70 47.20
C: -16.43 -29.54 44.09
C: -17.18 -30.39 45.14
C: -16.24 -30.69 46.33
O: -18.28 -29.54 45.64
H: -17.01 -29.39 43.32
H: -15.38 -29.83 43.67
H: -16.12 -28.51 44.61
H: -17.62 -31.40 45.05
H: -15.89 -29.86 47.17
H: -15.27 -31.02 45.98
H: -16.74 -31.51 46.79
H: -19.09 -29.98 45.71
C: -12.05 -31.19 43.94
C: -11.81 -31.51 45.56
C: -12.48 -32.85 45.94
O: -10.33 -31.70 45.56
H: -11.77 -30.10 43.73
H: -12.97 -31.52 43.68
H: -11.35 -31.91 43.30
H: -12.11 -30.70 46.18
H: -12.27 -33.63 45.45
H: -13.37 -32.72 45.97
H: -12.41 -33.08 46.98
H: -10.13 -31.18 46.26
C: -14.51 -34.49 42.58
C: -13.30 -34.32 41.63
C: -12.32 -35.45 41.99
O: -13.68 -34.44 40.41
H: -14.17 -34.14 43.53
H: -15.09 -35.38 42.65
H: -15.07 -33.63 42.47
H: -13.00 -33.44 41.86
H: -11.58 -35.26 42.91
H: -11.57 -35.33 41.22
H: -12.75 -36.45 42.08
H: -14.37 -33.71 40.20
C: -13.04 -25.63 41.38
C: -12.93 -26.98 42.00
C: -13.94 -27.20 43.20
O: -13.13 -27.95 41.11
H: -12.89 -24.81 42.07
H: -14.00 -25.60 40.91
H: -12.38 -25.44 40.43
H: -11.91 -27.18 42.44
H: -13.56 -26.40 44.02
H: -13.92 -28.24 43.44
H: -14.92 -26.96 42.75
H: -12.19 -28.12 40.66
C: -7.98 -32.06 48.61
C: -9.55 -32.06 48.60
C: -10.12 -32.46 50.00
O: -10.07 -30.77 48.28
H: -7.87 -31.46 49.44
H: -7.65 -31.79 47.54
H: -7.46 -32.93 49.00
H: -10.01 -32.83 47.79
H: -11.19 -32.34 50.06
H: -9.74 -31.92 50.84
H: -9.75 -33.48 50.31
H: -9.58 -30.07 48.57
C: -7.76 -35.46 44.06
C: -8.31 -34.26 44.82
C: -7.25 -33.23 45.14
O: -9.28 -33.72 43.80
H: -7.31 -35.17 43.06
H: -8.15 -36.29 43.73
H: -6.94 -36.01 44.68
H: -8.86 -34.63 45.60
H: -6.70 -32.95 44.37
H: -6.67 -33.66 45.91
H: -7.86 -32.38 45.54
H: -9.98 -33.28 44.32



#2
Here is a cluster of 8 separate species, C22H60O8 in total from OMol25. Energies are from wB97M-V/def2-TZVPD.

Properties
- gap between HOMO and LUMO (hartree) = 0.33503
- SMILES = CC(C)O.CC(C)O.CC(C)O.CC(C)O.CC(C)O.CC(C)O.CC(C)O.CO
- LUMO level (eV) = 0.278

Geometry (Å):
C: 0.10 0.12 -0.46
O: -1.27 -0.04 -0.89
H: 0.64 0.87 -1.07
H: 0.70 -0.76 -0.69
H: 0.19 0.36 0.65
H: -1.46 -1.03 -0.78
C: 1.32 2.96 1.57
C: 2.02 1.98 2.44
C: 2.12 2.48 3.89
O: 1.56 0.84 2.61
H: 0.46 3.31 2.15
H: 0.87 2.66 0.63
H: 2.01 3.76 1.30
H: 3.09 1.88 2.22
H: 2.80 1.86 4.49
H: 1.11 2.51 4.30
H: 2.44 3.51 3.89
H: 2.19 0.18 2.83
C: -5.79 -2.10 1.61
C: -4.41 -2.72 1.58
C: -3.36 -1.63 1.42
O: -4.16 -3.49 2.53
H: -5.73 -1.27 2.26
H: -6.54 -2.77 1.98
H: -6.11 -1.74 0.64
H: -4.38 -3.38 0.72
H: -3.59 -0.88 2.09
H: -3.36 -1.05 0.48
H: -2.31 -1.88 1.65
H: -4.54 -4.37 2.45
C: 0.99 0.92 -3.90
C: 1.87 -0.22 -4.40
C: 2.22 -1.07 -3.22
O: 1.39 -0.94 -5.26
H: 0.03 0.64 -3.59
H: 0.83 1.66 -4.70
H: 1.48 1.46 -3.14
H: 2.77 0.15 -4.97
H: 2.65 -0.40 -2.54
H: 2.89 -1.87 -3.51
H: 1.41 -1.45 -2.68
H: 2.03 -1.57 -5.50
C: 0.74 -2.26 1.76
C: 0.76 -2.42 3.29
C: -0.41 -1.65 3.89
O: 0.66 -3.55 3.80
H: 1.53 -1.65 1.43
H: -0.24 -1.97 1.38
H: 0.98 -3.17 1.21
H: 1.66 -1.95 3.62
H: -0.38 -0.58 3.57
H: -0.39 -1.72 5.00
H: -1.37 -1.93 3.53
H: 0.07 -4.09 3.25
C: -3.31 -2.38 -2.10
C: -1.96 -3.01 -1.94
C: -0.94 -2.50 -2.87
O: -1.57 -2.83 -0.78
H: -3.34 -1.30 -2.17
H: -4.08 -2.73 -1.43
H: -3.67 -2.74 -3.02
H: -2.10 -4.08 -2.11
H: -0.79 -1.45 -2.76
H: -1.30 -2.66 -3.90
H: -0.05 -2.99 -2.60
H: -2.27 -3.17 -0.20
C: 6.00 1.22 -0.55
C: 4.83 1.69 -1.34
C: 3.55 1.72 -0.51
O: 4.94 2.82 -1.81
H: 5.80 0.34 0.02
H: 6.38 1.97 0.10
H: 6.82 1.01 -1.33
H: 4.62 0.97 -2.15
H: 2.73 2.08 -1.06
H: 3.61 2.43 0.29
H: 3.26 0.71 -0.18
H: 5.11 2.75 -2.76
C: -2.32 2.57 0.93
C: -1.94 3.31 -0.40
C: -1.67 4.87 -0.29
O: -1.03 2.79 -1.06
H: -1.66 2.60 1.76
H: -2.55 1.50 0.67
H: -3.18 3.02 1.33
H: -2.82 3.18 -1.11
H: -0.59 5.09 -0.02
H: -2.27 5.29 0.50
H: -2.00 5.51 -1.10
H: -1.03 1.86 -0.90



Short version: #2 is the most stable of them.



#1
Here is a cluster of 2 separate species, C5H10O in total from OMol25. Energies are from wB97M-V/def2-TZVPD.

Properties
- gap between HOMO and LUMO (hartree) = 0.37754
- SMILES = OC1CC=CC1.[H][H]
- LUMO level (eV) = 1.023

Geometry (Å):
O: 1.49 -0.72 0.89
C: 0.22 -1.13 0.42
C: 0.01 -0.74 -1.06
C: -0.72 0.58 -0.98
C: -1.18 0.81 0.24
C: -0.82 -0.31 1.19
H: 2.16 -1.18 0.37
H: 0.09 -2.21 0.58
H: 0.98 -0.67 -1.59
H: -0.59 -1.49 -1.60
H: 1.67 2.81 -0.53
H: -0.85 1.24 -1.84
H: 1.38 2.21 -0.22
H: -1.75 1.68 0.55
H: -0.39 0.04 2.14
H: -1.71 -0.91 1.45



#2
Here is the molecule C5H10O from OMol25. Energies are from wB97M-V/def2-TZVPD.

Properties
- gap between HOMO and LUMO (hartree) = 0.38416
- SMILES = CCC(=O)CC
- LUMO level (eV) = 1.022

Geometry (Å):
C: -1.71 0.22 0.64
C: -0.83 -1.03 0.53
C: 0.68 -0.84 0.50
C: 1.03 0.71 -1.35
C: 1.28 0.50 0.15
O: 1.40 -1.82 0.62
H: -1.78 0.75 -0.32
H: -1.34 0.91 1.40
H: -2.73 -0.08 0.92
H: -1.08 -1.60 -0.37
H: -1.00 -1.71 1.36
H: 0.73 -0.23 -1.83
H: 0.22 1.42 -1.53
H: 1.92 1.06 -1.86
H: 2.34 0.41 0.41
H: 0.87 1.33 0.73



Short version: #2 is the most stable of them.